Record 1
Molecular formula: C19H23F6O2Tm
Method: DFT, wB97M-V/def2-TZVPD

CARTESIAN COORDINATES (ANGSTROEM)
Tm -0.455 0.402 -0.250
F -3.607 4.690 1.573
F -4.828 3.315 -0.615
F -4.361 1.448 0.446
F -1.526 4.111 2.017
F -3.158 2.724 2.469
F -3.610 1.761 -1.583
O -0.795 0.162 -2.271
O -1.618 1.975 0.299
C 1.178 -1.436 -3.592
C -0.089 -0.220 -3.398
C -0.485 -2.110 0.632
C 0.927 1.281 1.765
C 2.464 -1.834 -2.941
C -2.420 -1.221 -0.262
C 1.265 2.129 0.671
C 2.037 1.367 -0.258
C -2.016 4.098 -0.801
C -2.730 3.642 1.568
C -1.086 -1.271 1.621
C 2.521 -3.053 -2.116
C 2.195 0.056 0.281
C 3.637 -0.948 -3.059
C 1.539 0.014 1.540
C -3.857 2.390 -0.397
C -2.508 3.010 0.136
C -2.273 -0.713 1.063
C -1.318 -2.088 -0.524
H -1.159 -2.683 -1.417
H -1.026 4.422 -0.463
H 4.258 -1.183 -3.943
H 1.038 3.188 0.587
H 2.758 -2.835 -1.059
H -0.849 -0.608 -4.123
H -2.712 4.946 -0.810
H 4.319 -1.034 -2.199
H 0.544 -2.342 -3.685
H 0.427 -2.703 0.732
H -0.760 -1.135 2.650
H 1.445 -1.127 -4.635
H 1.568 -0.824 2.231
H -2.990 -0.093 1.589
H 1.569 -3.602 -2.150
H 3.343 0.107 -3.158
H 3.313 -3.741 -2.459
H 0.363 0.702 -3.819
H 2.516 1.737 -1.160
H -1.908 3.671 -1.806
H 0.369 1.575 2.652
H 2.801 -0.739 -0.144
H -3.264 -1.033 -0.922

Calculated values
HOMO	2.1	eV
total charge	-2
multiplicity	3

How is the electron density shared among the atoms? According to Mulliken, the charges in e are: 0.446, -0.299, -0.313, -0.246, -0.257, -0.227, -0.213, 0.204, -0.106, -1.177, -0.870, -0.486, -0.579, 1.184, -0.664, -0.529, -0.711, -1.954, 0.649, -0.646, -1.239, -0.053, -1.566, -0.591, 0.540, 0.904, -0.599, -0.262, 0.477, 0.296, 0.432, 0.470, 0.080, 0.196, 0.421, 0.291, 0.099, 0.378, 0.499, 0.247, 0.504, 0.558, 0.197, 0.183, 0.346, 0.102, 0.387, 0.452, 0.402, 0.262, 0.380

Record 2
Molecular formula: C19H23FN2O
Method: DFT, wB97M-V/def2-TZVPD

CARTESIAN COORDINATES (ANGSTROEM)
F -4.409 -0.805 3.721
O 2.543 4.809 -1.085
N 0.458 -1.438 0.100
N 3.228 -0.720 -0.073
C -1.613 -2.706 0.270
C 2.029 3.482 -1.387
C -2.382 -1.681 0.784
C 0.734 -0.438 -2.226
C 2.467 1.347 -2.353
C 2.561 -0.870 1.240
C -3.659 -0.843 2.569
C -3.183 0.438 0.594
C 1.041 -0.444 0.865
C 2.889 2.479 -2.058
C -0.135 -2.590 0.532
C 0.955 3.327 -0.963
C 0.467 1.971 -1.308
C -3.968 0.341 1.669
C 2.730 -1.946 -0.941
C 1.101 1.053 -2.075
C 0.981 -1.420 -1.273
C -2.544 -0.680 0.041
C -3.052 -2.026 1.971
H -0.049 -2.610 1.692
H 3.276 0.174 -0.450
H -1.475 -2.774 -0.829
H -2.036 -0.485 -0.857
H -1.865 -3.784 0.656
H -3.559 1.153 -0.284
H 1.281 0.591 0.719
H 3.080 -1.743 -2.078
H -4.619 1.065 2.222
H -0.541 1.551 -1.143
H 3.288 4.944 -1.439
H 3.075 -0.135 1.884
H 0.504 -0.400 2.115
H -0.151 -0.590 -2.357
H 0.814 -2.394 -1.649
H 2.830 -1.870 1.674
H 3.172 0.811 -2.868
H -2.825 -2.930 2.561
H 1.288 -0.852 -3.336
H 0.207 3.833 -0.704
H 0.629 -3.377 0.461
H 2.935 -2.734 -0.343
H 4.051 2.915 -2.531

Calculated values
energy relative to the best compared isomer or geometry (same formula, charge and spin)	364.1	kcal per mole
HOMO	-6.7	eV
total charge	0

How is the electron density shared among the atoms? According to Mulliken, the charges in e are: -0.294, -0.493, 1.112, -0.416, -1.396, 0.643, 0.747, -2.086, -1.630, -0.797, 0.318, -0.704, -0.444, 0.113, -1.224, -1.093, -0.078, -0.559, -0.816, 0.853, -0.131, 0.408, -0.586, 0.479, 0.336, 0.413, 0.177, 0.273, 0.236, 0.113, 0.227, 0.329, 0.197, 0.220, 0.385, 0.171, 1.069, 0.669, 0.255, 0.482, 0.347, 0.342, 0.733, 0.549, 0.525, 0.025

Record 3
Molecular formula: C19H23N3O6S
Method: DFT, wB97M-V/def2-TZVPD

CARTESIAN COORDINATES (ANGSTROEM)
S -5.486 0.968 0.266
O -0.264 0.191 -0.846
O -5.714 0.817 -1.147
O 0.665 -1.839 -0.884
O -5.966 2.168 0.889
O 5.900 0.662 0.596
O -1.265 -2.095 1.140
N 2.937 -1.006 -0.180
N 4.184 -0.765 0.143
N -2.763 -1.358 -0.375
C 6.132 -2.038 -0.650
C 4.235 2.914 0.192
C 2.078 -0.054 -0.383
C 2.443 1.337 -0.272
C 2.040 3.709 -0.351
C -3.118 -1.007 -1.737
C -6.055 -0.536 1.115
C 4.732 0.504 0.297
C 3.369 3.962 -0.016
C 5.478 -2.044 1.794
C 1.578 2.418 -0.479
C 0.712 -0.518 -0.720
C 3.785 1.598 0.067
C -5.010 -1.521 0.643
C -3.609 -0.858 0.697
C -3.737 0.664 0.651
C -0.631 -2.370 -1.135
C -1.584 -1.915 -0.019
C 4.984 -1.975 0.352
H -3.101 -1.156 1.621
H -0.510 -3.453 -1.077
H -2.349 -0.371 -2.179
H 5.271 3.074 0.453
H 6.658 -2.982 -0.540
H -5.237 -1.790 -0.389
H -5.009 -2.434 1.238
H -7.063 -0.789 0.807
H 0.550 2.226 -0.736
H 6.830 -1.224 -0.474
H 3.715 4.980 0.081
H -4.053 -0.449 -1.735
H -3.091 1.114 -0.095
H 4.640 -1.981 2.484
H 1.364 4.535 -0.512
H -3.248 -1.902 -2.348
H -6.016 -0.337 2.182
H 4.282 -2.794 0.163
H 5.753 -1.967 -1.668
H -0.960 -2.074 -2.132
H 6.167 -1.229 1.995
H 5.992 -2.988 1.955
H -3.560 1.128 1.616

Calculated values
energy relative to the best compared isomer or geometry (same formula, charge and spin)	6.1	kcal per mole
HOMO	-8.9	eV
total charge	0
SMILES string	CC(C)n1nc(C(=O)OCC(=O)N(C)[C@@H]2CCS(=O)(=O)C2)c2ccccc2c1=O

How is the electron density shared among the atoms? According to Mulliken, the charges in e are: 1.107, -0.681, -0.641, -0.225, -0.698, -0.685, -0.722, -0.968, 0.876, 0.113, -1.378, -0.595, 0.071, 0.756, -0.661, -1.133, -0.793, 0.451, -0.536, -1.387, -0.614, 0.673, 0.042, -0.693, -0.431, -0.736, -0.477, 0.656, 0.150, 0.537, 0.295, 0.309, 0.480, 0.429, 0.368, 0.407, 0.472, 0.617, 0.287, 0.409, 0.520, 0.359, 0.372, 0.450, 0.303, 0.334, 0.411, 0.368, 0.358, 0.288, 0.428, 0.360

Record 4
Molecular formula: C19H23N3OS
Method: DFT, wB97M-V/def2-TZVPD

CARTESIAN COORDINATES (ANGSTROEM)
S 0.228 -3.539 0.936
O 3.498 0.099 -0.524
N 1.510 -1.239 -0.088
N -0.268 -1.026 1.267
N -2.522 0.666 1.016
C 0.447 -1.960 0.776
C -3.564 2.702 0.503
C -2.836 3.951 -1.776
C -2.714 -0.680 1.741
C -3.556 1.432 1.391
C -3.981 4.944 -0.006
C -3.158 2.578 -0.833
C 4.533 -2.908 -2.570
C 2.252 -3.238 -1.564
C -1.340 -1.126 1.987
C -0.007 0.724 1.097
C -3.812 3.991 1.053
C -1.168 1.347 1.746
C -3.371 5.082 -1.161
C 4.784 0.949 -0.768
C 3.489 -3.595 -2.239
C 4.586 -1.599 -2.216
C 2.442 -2.004 -0.962
C 3.577 -1.121 -1.201
H 5.620 0.571 -0.515
H -4.112 6.062 0.378
H 1.591 -3.804 -1.055
H -4.448 0.954 0.810
H -2.497 3.807 -2.638
H 1.838 -0.179 0.227
H -4.337 4.088 1.940
H 0.671 0.890 1.663
H 4.874 1.254 -1.924
H 3.260 -4.680 -2.750
H -1.151 -0.918 3.224
H -3.837 1.862 2.189
H 5.314 -3.272 -3.259
H 4.497 1.917 -0.282
H -1.309 -2.251 2.425
H -1.251 2.303 1.224
H 5.505 -1.263 -2.265
H 0.092 0.829 0.095
H -3.171 -1.306 0.715
H -3.278 5.846 -1.772
H -1.231 1.343 2.891
H -3.509 -0.761 2.634
H -2.619 1.726 -1.215

Calculated values
energy relative to the best compared isomer or geometry (same formula, charge and spin)	384.7	kcal per mole
HOMO	-7.8	eV
total charge	0
SMILES string	COc1ccccc1NC(=S)N1CCN(Cc2ccccc2)CC1

How is the electron density shared among the atoms? According to Mulliken, the charges in e are: -0.499, -0.422, -0.117, 0.245, 0.133, 0.444, 0.783, -0.867, -0.557, -1.555, -0.427, -0.519, -0.366, -0.719, -1.076, -1.459, -0.642, -0.618, -0.383, -0.911, -0.314, -0.623, 0.133, 0.638, 0.434, 0.183, 0.318, 0.389, 0.647, 0.579, 0.424, 0.742, 0.293, 0.153, 0.207, 0.828, 0.350, 0.262, 0.351, 0.524, 0.473, 0.729, 0.318, 0.485, 0.360, 0.218, 0.429

no.,maximum force (eV/A),gap between HOMO and LUMO (hartree)
1,3.6,0.0989
2,18.3,0.2684
3,1.1,0.3213
4,13.5,0.2968